(1)
ORCA calculation (ωB97M-V/def2-TZVPD) on a 8-piece molecular cluster, C17H50O15 overall in a non-equilibrium geometry.

```
82
Properties=species:S:1:pos:R:3
C 3.023 -2.832 -3.176
C 4.257 -2.025 -2.743
O 3.895 -1.457 -1.435
O 3.295 -3.540 -4.300
H 2.215 -2.198 -3.478
H 2.537 -3.566 -2.387
H 4.533 -1.252 -3.613
H 5.056 -2.750 -2.633
H 3.008 -1.329 -1.353
H 2.513 -3.995 -4.344
C 0.089 -0.106 0.022
C 0.438 -0.018 1.431
O -0.445 0.917 2.058
O 0.930 -0.833 -0.826
H 0.058 0.976 -0.428
H -0.917 -0.669 -0.162
H 1.458 0.295 1.547
H 0.528 -0.874 1.970
H -0.092 1.291 2.897
H 0.830 -1.749 -0.610
C -0.814 -3.445 -2.398
C -0.375 -4.247 -1.154
O 0.250 -3.365 -0.278
O -1.338 -4.415 -3.382
H 0.120 -2.967 -2.994
H -1.793 -2.646 -2.263
H 0.219 -5.027 -1.322
H -1.322 -4.629 -0.600
H 0.312 -3.747 0.574
H -2.230 -4.483 -2.976
C -0.330 -4.732 4.130
C 0.051 -3.332 3.541
O 0.981 -3.428 2.518
O -1.298 -4.684 5.005
H 0.436 -5.136 4.783
H -0.505 -5.360 3.312
H 0.605 -2.818 4.183
H -0.861 -2.757 3.311
H 1.798 -3.321 2.962
H -2.006 -5.033 4.575
C -0.039 5.527 -0.371
C 0.545 4.330 0.276
O 0.890 3.502 -0.843
O -0.577 6.295 0.560
H -0.707 5.128 -1.042
H 0.851 6.122 -0.772
H -0.069 3.734 0.961
H 1.564 4.602 0.828
H 1.180 2.677 -0.574
H -1.215 5.692 1.235
C 0.349 1.167 5.791
C 1.269 0.078 6.005
O 1.151 -0.362 7.282
O 0.520 1.728 4.516
H 0.432 1.920 6.670
H -0.644 1.007 5.689
H 2.268 0.537 5.800
H 1.296 -0.747 5.438
H 1.446 0.114 7.905
H 0.792 2.498 4.615
C -3.054 2.215 0.161
C -4.250 3.163 -0.129
O -4.773 2.977 -1.507
O -2.787 2.253 1.377
H -2.126 2.419 -0.441
H -3.414 1.351 -0.070
H -3.949 4.201 -0.028
H -4.972 2.906 0.362
H -5.557 3.541 -1.724
H -2.170 1.720 1.677
C 0.441 2.523 -5.985
C -0.557 1.638 -5.214
C -0.186 1.264 -3.758
O -1.688 2.394 -5.135
H 1.611 2.319 -6.151
H 0.505 3.441 -5.594
H 0.055 2.919 -7.058
H -0.830 1.040 -5.948
H 0.774 0.699 -3.626
H -0.927 0.614 -3.223
H 0.080 2.237 -3.077
H -2.642 1.908 -4.842
```

Summary:
* SMILES: CC(C)O.OCCO.OCCO.OCCO.OCCO.OCCO.OCCO.OCCO
* energy relative to the best compared isomer or geometry (same formula, charge and spin): 874.6 kJ/mol

Just the Mulliken charges please, in e? Sure, here they are: number 1, C, carries 0.0866; number 2, C, carries -0.2624; number 3, O, carries -0.5079; number 4, O, carries -0.5594; number 5, H, carries 0.0772; number 6, H, carries 0.0161; number 7, H, carries 0.2048; number 8, H, carries 0.3212; number 9, H, carries 0.3932; number 10, H, carries 0.3340; number 11, C, carries 0.3156; number 12, C, carries -0.1312; number 13, O, carries -0.3962; number 14, O, carries -0.2700; number 15, H, carries -0.7899; number 16, H, carries 0.1368; number 17, H, carries 0.3431; number 18, H, carries 0.2468; number 19, H, carries 0.3325; number 20, H, carries 0.3138; number 21, C, carries 0.0162; number 22, C, carries -0.4651; number 23, O, carries -0.4140; number 24, O, carries -0.5446; number 25, H, carries -0.2175; number 26, H, carries 0.2444; number 27, H, carries 0.4435; number 28, H, carries 0.3384; number 29, H, carries 0.0911; number 30, H, carries 0.3499; number 31, C, carries -0.6986; number 32, C, carries 0.1987; number 33, O, carries -0.5341; number 34, O, carries -0.4853; number 35, H, carries 0.2384; number 36, H, carries 0.4599; number 37, H, carries -0.0866; number 38, H, carries 0.2982; number 39, H, carries 0.2538; number 40, H, carries 0.3167; number 41, C, carries -0.3889; number 42, C, carries -0.1283; number 43, O, carries -0.4310; number 44, O, carries -0.5474; number 45, H, carries 0.3413; number 46, H, carries 0.2548; number 47, H, carries 0.1332; number 48, H, carries 0.2286; number 49, H, carries 0.2515; number 50, H, carries 0.3454; number 51, C, carries -0.3507; number 52, C, carries -0.2213; number 53, O, carries -0.5120; number 54, O, carries -0.4325; number 55, H, carries 0.2853; number 56, H, carries 0.3149; number 57, H, carries 0.2642; number 58, H, carries 0.1532; number 59, H, carries 0.2595; number 60, H, carries 0.1383; number 61, C, carries 0.0743; number 62, C, carries -0.9465; number 63, O, carries -0.5641; number 64, O, carries -0.4904; number 65, H, carries 0.0854; number 66, H, carries 0.4202; number 67, H, carries 0.2612; number 68, H, carries 0.5796; number 69, H, carries 0.2832; number 70, H, carries 0.3566; number 71, C, carries -1.3726; number 72, C, carries 0.2944; number 73, C, carries -0.5880; number 74, O, carries -0.6116; number 75, H, carries 0.2743; number 76, H, carries 0.4394; number 77, H, carries 0.2863; number 78, H, carries 0.4769; number 79, H, carries 0.1742; number 80, H, carries 0.2473; number 81, H, carries 0.0379; number 82, H, carries 0.3158

(2)
ORCA calculation (ωB97M-V/def2-TZVPD) on an isolated molecule of C5H9ClN2 in a non-equilibrium geometry.

```
17
Properties=species:S:1:pos:R:3
C -1.515 -0.706 -1.615
C 0.251 2.295 1.074
C -0.423 -2.671 -0.368
C -0.049 1.290 -0.018
C -0.371 -1.225 -0.966
N -2.393 -0.271 -2.197
N -0.084 -0.135 0.370
Cl -1.481 -0.446 1.340
H 0.939 1.700 1.727
H 0.691 3.084 0.634
H -0.611 2.562 1.583
H -1.555 -2.856 -0.237
H 0.234 -2.553 0.453
H -0.198 -3.358 -1.158
H -0.898 1.606 -0.509
H 0.611 1.351 -0.807
H 0.550 -0.883 -1.636
```

Summary:
* SMILES: CCN(Cl)[C@@H](C)C#N
* energy relative to the best compared isomer or geometry (same formula, charge and spin): 336.5 kJ/mol

Just the Mulliken charges please, in e? Sure, here they are: number 1, C, carries 0.3648; number 2, C, carries -1.2910; number 3, C, carries -1.2712; number 4, C, carries -0.5761; number 5, C, carries 0.2292; number 6, N, carries -0.4424; number 7, N, carries -0.2892; number 8, Cl, carries -0.1211; number 9, H, carries 0.2885; number 10, H, carries 0.4429; number 11, H, carries 0.3376; number 12, H, carries 0.2824; number 13, H, carries 0.4044; number 14, H, carries 0.4075; number 15, H, carries 0.4475; number 16, H, carries 0.5022; number 17, H, carries 0.2841

(3)
ORCA calculation (ωB97M-V/def2-TZVPD) on a 2-piece molecular cluster, C3H9N2O2S overall in a non-equilibrium geometry.

```
17
Properties=species:S:1:pos:R:3
C 0.455 1.826 -0.210
C -0.747 -1.918 -0.188
C -0.185 0.571 0.350
N 2.693 -0.297 -1.333
N -0.282 -0.593 -0.566
O 3.063 -0.769 1.221
O 4.799 0.443 -0.064
S 3.473 -0.166 -0.053
H 1.119 1.443 -0.890
H -0.398 2.442 -0.673
H 0.964 2.386 0.696
H -1.766 -1.814 0.121
H -0.497 -2.706 -0.844
H -0.156 -2.192 0.706
H 0.437 0.152 1.145
H -1.275 0.643 0.562
H 0.585 -0.804 -0.897
```

Summary:
* charge: -1
* energy relative to the best compared isomer or geometry (same formula, charge and spin): 429.1 kJ/mol

Just the Mulliken charges please, in e? Sure, here they are: number 1, C, carries -1.0313; number 2, C, carries -0.9290; number 3, C, carries -0.3196; number 4, N, carries -0.5663; number 5, N, carries -0.5218; number 6, O, carries -0.5458; number 7, O, carries -0.5622; number 8, S, carries 0.6978; number 9, H, carries 0.3547; number 10, H, carries 0.2899; number 11, H, carries 0.1995; number 12, H, carries 0.2768; number 13, H, carries 0.3313; number 14, H, carries 0.2971; number 15, H, carries 0.2871; number 16, H, carries 0.3427; number 17, H, carries 0.3992

(4)
ORCA calculation (ωB97M-V/def2-TZVPD) on a 8-piece molecular cluster, C8H8Cl28O2P overall.

```
47
Properties=species:S:1:pos:R:3
O -0.370 2.747 1.855
O 0.967 2.751 2.345
C 1.229 4.082 2.797
P 1.103 5.450 1.445
H -0.211 2.632 0.907
H 2.237 4.031 3.176
H 0.521 4.324 3.584
H 2.588 5.630 1.443
H 1.027 6.478 2.523
H -0.369 5.310 1.444
H 1.246 4.417 0.372
H 0.994 6.510 0.412
C 0.449 -0.360 -0.211
Cl 2.141 0.016 0.114
Cl -0.401 -0.591 1.303
Cl -0.275 0.969 -1.126
Cl 0.345 -1.851 -1.174
C 0.442 -4.188 3.517
Cl -1.020 -3.386 4.100
Cl -0.005 -5.679 2.677
Cl 1.289 -3.122 2.412
Cl 1.483 -4.581 4.894
C -2.024 4.817 -2.193
Cl -3.576 5.372 -1.555
Cl -1.204 6.179 -2.962
Cl -1.017 4.193 -0.903
Cl -2.311 3.548 -3.409
C -7.373 3.381 -1.955
Cl -5.687 3.044 -2.308
Cl -7.498 4.952 -1.153
Cl -8.302 3.420 -3.462
Cl -8.031 2.131 -0.897
C 3.524 -6.067 0.416
Cl 2.691 -4.880 -0.584
Cl 2.590 -7.568 0.457
Cl 5.121 -6.396 -0.268
Cl 3.696 -5.434 2.050
C 7.244 -7.697 -3.804
Cl 7.618 -6.707 -2.394
Cl 8.740 -8.109 -4.648
Cl 6.435 -9.176 -3.283
Cl 6.184 -6.797 -4.888
C -4.448 -0.756 -0.210
Cl -6.041 -1.531 -0.260
Cl -3.887 -0.469 -1.860
Cl -4.552 0.774 0.653
Cl -3.305 -1.812 0.612
```

Summary:
* charge: -1

Just the Mulliken charges please, in e? Sure, here they are: number 1, O, carries -0.2323; number 2, O, carries -0.1229; number 3, C, carries -0.8538; number 4, P, carries 0.2480; number 5, H, carries 0.1488; number 6, H, carries 0.3791; number 7, H, carries 0.2594; number 8, H, carries -0.0412; number 9, H, carries -0.0311; number 10, H, carries -0.2201; number 11, H, carries -0.3121; number 12, H, carries -0.0137; number 13, C, carries 0.1784; number 14, Cl, carries -0.0823; number 15, Cl, carries 0.0739; number 16, Cl, carries -0.0098; number 17, Cl, carries -0.1099; number 18, C, carries 0.2829; number 19, Cl, carries -0.1070; number 20, Cl, carries -0.0815; number 21, Cl, carries 0.0206; number 22, Cl, carries -0.1045; number 23, C, carries 0.2372; number 24, Cl, carries -0.0979; number 25, Cl, carries -0.1228; number 26, Cl, carries -0.0975; number 27, Cl, carries -0.1481; number 28, C, carries 0.2878; number 29, Cl, carries 0.0345; number 30, Cl, carries -0.1133; number 31, Cl, carries -0.1188; number 32, Cl, carries -0.0943; number 33, C, carries 0.2498; number 34, Cl, carries -0.0389; number 35, Cl, carries -0.1100; number 36, Cl, carries -0.0451; number 37, Cl, carries -0.0587; number 38, C, carries 0.3711; number 39, Cl, carries -0.0862; number 40, Cl, carries -0.1057; number 41, Cl, carries -0.0976; number 42, Cl, carries -0.0933; number 43, C, carries 0.2716; number 44, Cl, carries -0.1205; number 45, Cl, carries -0.0794; number 46, Cl, carries -0.0597; number 47, Cl, carries -0.0330

Number 1: gap between HOMO and LUMO 9.71 eV, lowest unoccupied orbital energy 0.126 eV, DFT total energy -49136.325 eV. Number 2: gap between HOMO and LUMO 10.35 eV, lowest unoccupied orbital energy 0.801 eV, DFT total energy -20830.368 eV. Number 3: gap between HOMO and LUMO 8.14 eV, lowest unoccupied orbital energy 3.928 eV, DFT total energy -21165.760 eV. Number 4: gap between HOMO and LUMO 4.46 eV, lowest unoccupied orbital energy 1.221 eV, DFT total energy -372429.445 eV.